C2H3NO3S in the gas phase. Source: OMol25; level of theory: ωB97M-V/def2-TZVPD.

XYZ file:
```
10
Properties=species:S:1:pos:R:3:nbo_charge:R:1
C -0.94793 -0.25289 -0.40809 0.18
C -0.47308 0.57137 0.64439 -0.12
N 0.78275 0.48643 0.93890 -0.08
O -0.25412 -0.80502 -1.31749 -0.65
O 1.22085 1.20454 1.99800 -0.57
O 0.82909 -1.96415 -3.31421 -0.82
S 1.12781 -1.23043 -2.04929 1.23
H -1.91934 -0.48637 -0.53571 0.17
H -1.08237 1.11262 1.25645 0.18
H 0.71633 1.36389 2.78705 0.46
```

## Properties
Total energy, eV: -20584.9170
E_HOMO (alpha / beta), Eh: -0.320 / -0.290
Kohn-Sham gap (alpha / beta), eV: 8.2675 / 6.8816

=====

2 unconnected molecules or ions with the total composition C8H13NO3S2. Source: OMol25; level of theory: ωB97M-V/def2-TZVPD.

XYZ file:
```
27
Properties=species:S:1:pos:R:3:nbo_charge:R:1
C -2.00767 -0.17094 -2.11711 -0.49
C -0.68915 -2.39917 -2.08521 -0.03
C -1.48869 -0.64014 -0.83807 -0.03
C 0.01053 2.40035 -0.15294 -0.36
C 0.47683 1.36890 2.08423 -0.69
C 1.88829 -1.18005 0.85443 -0.93
C -1.62815 -0.14317 0.42109 0.20
C 0.56455 1.48912 0.58202 -0.18
N -0.75869 -1.80247 -0.92256 -0.46
O 1.78100 0.06006 -1.34017 -0.94
O 3.20584 0.97184 0.59260 -0.93
O -1.24126 -0.47984 1.65016 -0.69
S -1.23010 -1.30158 -3.42730 0.17
S 1.96586 0.42322 0.05082 2.12
H -3.09445 -0.50514 -2.15683 0.23
H -0.19379 -3.30740 -2.38050 0.22
H -1.85610 0.75154 -2.41102 0.22
H 0.09535 2.40162 -1.14669 0.21
H -0.70510 3.04355 0.31667 0.20
H 0.24151 2.40501 2.35482 0.22
H 1.50752 1.21416 2.42052 0.23
H -0.07297 0.59145 2.50960 0.26
H 2.08496 -1.23958 1.90510 0.24
H 1.24610 -1.94808 0.45524 0.27
H 2.90524 -1.51284 0.53806 0.27
H -2.22071 0.85796 0.47675 0.17
H -0.78675 -1.34838 1.76630 0.51
```

## Properties
SMILES: C=C(C)S(C)(=O)=O.O/C=C1/CSC=N1
Total energy, eV: -37805.1217
E_HOMO, Eh: -0.284
Kohn-Sham gap, eV: 8.1949

=====

What energy relative to the best compared isomer or geometry (same formula, charge and spin) values result from the calculations? In sequence: 510.4; 353.2 kJ/mol.